# 1
11 unconnected molecules or ions with the total composition C21H19Cl40F3N2O6PS at a distorted geometry. Source: the OMol25 dataset; level of theory: ωB97M-V/def2-TZVPD.

The geometry in ORCA input format:
```
! RIJCOSX wB97M-V def2-TZVPD def2/J DEFGRID3
* xyz -1 1
C -3.385 -5.116 0.667
C -3.544 -5.115 -0.822
O -4.554 -4.765 -1.375
O -2.435 -5.519 -1.518
C -1.802 -4.385 -2.143
C -0.404 -4.137 -1.619
C 0.268 -2.932 -2.281
C -0.565 -1.645 -2.061
C 0.309 -0.485 -1.590
C -0.467 0.848 -1.588
N -1.920 0.631 -1.455
P -2.815 1.925 -2.073
N -2.355 2.436 -3.485
C -2.482 0.286 -0.128
C -3.386 -1.020 -0.247
O -3.247 -1.862 0.648
O -4.120 -0.989 -1.242
S -1.335 0.090 1.239
O -0.596 -1.144 1.251
O -0.561 1.284 1.483
C -2.523 -0.020 2.709
F -2.426 -1.181 3.332
F -3.783 0.231 2.360
F -2.150 0.938 3.584
H -2.498 -4.566 0.969
H -3.336 -6.151 1.012
H -4.255 -4.635 1.098
H -1.737 -4.508 -3.226
H -2.459 -3.529 -1.985
H 0.182 -5.034 -1.848
H -0.373 -4.012 -0.537
H 1.219 -2.762 -1.773
H 0.468 -3.113 -3.337
H -1.350 -1.870 -1.349
H -0.978 -1.334 -3.020
H 0.798 -0.685 -0.638
H 1.116 -0.386 -2.322
H -0.042 1.586 -0.904
H -0.333 1.278 -2.579
H -4.104 1.394 -2.084
H -2.838 2.925 -1.067
H -2.091 3.413 -3.425
H -3.183 1.062 0.201
C 1.651 1.083 5.122
Cl 2.349 0.082 6.406
Cl 0.435 2.163 5.820
Cl 2.936 2.055 4.382
Cl 0.902 0.077 3.903
C 1.635 6.148 7.447
Cl 3.113 7.017 7.884
Cl 0.444 7.296 6.825
Cl 1.989 4.941 6.218
Cl 0.982 5.348 8.883
C -4.611 4.399 3.802
Cl -4.458 5.479 5.197
Cl -6.320 4.020 3.540
Cl -3.948 5.189 2.366
Cl -3.695 2.924 4.050
C -5.733 6.528 -1.180
Cl -6.334 5.662 0.230
Cl -3.960 6.533 -1.136
Cl -6.278 5.722 -2.652
Cl -6.330 8.193 -1.164
C 3.037 -3.776 1.166
Cl 3.815 -3.472 -0.390
Cl 1.598 -2.788 1.325
Cl 2.606 -5.489 1.279
Cl 4.183 -3.376 2.464
C 7.601 -2.650 -1.580
Cl 8.546 -4.079 -2.018
Cl 6.250 -2.475 -2.705
Cl 6.973 -2.817 0.055
Cl 8.641 -1.216 -1.688
C -0.010 6.274 -0.510
Cl 1.545 6.689 0.237
Cl -0.539 7.616 -1.529
Cl 0.162 4.819 -1.487
Cl -1.200 5.981 0.759
C -3.340 -6.828 -5.515
Cl -2.937 -8.385 -4.777
Cl -4.513 -7.093 -6.819
Cl -4.011 -5.756 -4.307
Cl -1.869 -6.115 -6.200
C 10.980 -4.047 1.686
Cl 9.686 -5.161 2.136
Cl 10.381 -2.921 0.472
Cl 11.514 -3.156 3.116
Cl 12.342 -4.963 1.025
C 3.971 5.378 -3.792
Cl 4.422 3.673 -3.868
Cl 2.916 5.770 -5.154
Cl 3.119 5.697 -2.282
Cl 5.431 6.376 -3.876
*
```

The value obtained for the orbital gap is 7.40 eV. The energy is -20819.28303 Eh. The HOMO energy is -6.08 eV. The calculation puts the LUMO energy at 1.32 eV.

=====

# 2
A molecular structure, C21H19Cl5Ge2NOSTi. Source: the OMol25 dataset; level of theory: ωB97M-V/def2-TZVPD.

The geometry in ORCA input format:
```
! RIJCOSX wB97M-V def2-TZVPD def2/J DEFGRID3
* xyz 1 1
Ti -1.063 -1.442 -0.635
Cl -4.474 -0.245 0.296
C -3.832 -1.674 1.009
C -2.549 -2.078 0.669
C -2.072 -3.225 1.244
Cl -0.423 -3.649 0.740
C -2.771 -4.008 2.145
Cl -2.082 -5.427 2.808
C -4.056 -3.582 2.479
Cl -4.985 -4.494 3.588
C -4.591 -2.415 1.916
Cl -6.167 -1.903 2.339
C -1.021 3.186 1.740
Ge 0.319 1.775 1.744
C 2.018 2.347 2.504
C -0.392 0.183 2.642
Ge 0.604 1.012 -0.552
C 1.406 -0.822 -0.630
C 1.272 -1.639 -1.771
C 1.845 -2.908 -1.819
C 2.590 -3.369 -0.747
C 2.753 -2.574 0.380
C 2.153 -1.327 0.443
C 1.159 2.157 -1.997
C 1.714 1.662 -3.178
C 2.081 2.536 -4.189
C 1.899 3.903 -4.025
C 1.356 4.402 -2.851
C 0.988 3.532 -1.836
H -1.284 3.427 2.770
H -1.919 2.854 1.218
H -0.643 4.088 1.262
H 1.856 2.646 3.540
H 2.420 3.198 1.956
H 2.754 1.544 2.488
H -0.679 0.449 3.661
H 0.324 -0.636 2.710
H -1.291 -0.165 2.135
H 0.748 -1.270 -2.647
H 1.722 -3.519 -2.704
H 3.049 -4.348 -0.789
H 3.343 -2.935 1.212
H 2.282 -0.724 1.335
H 1.872 0.600 -3.309
H 2.511 2.153 -5.105
H 2.188 4.582 -4.817
H 1.221 5.469 -2.726
H 0.564 3.924 -0.918
O -1.755 -1.655 -2.264
S -1.754 0.046 -2.528
N -1.204 0.358 -0.935
*
```

The value obtained for the orbital gap is 7.61 eV. The energy is -8643.86947 Eh. The HOMO energy is -11.55 eV. The calculation puts the LUMO energy at -3.94 eV. The value obtained for the energy relative to the best compared isomer or geometry (same formula, charge and spin) is 0.00 kJ/mol.

=====

Q: HOMO of number 2 (C21H19Cl5Ge2NOSTi)?
A: -11.55 eV